(1)
ORCA calculation (wB97M-V/def2-TZVPD) on a molecular structure, C24H41N4O8PRb in a non-equilibrium geometry.

Each line ends with the Mulliken charge.
CARTESIAN COORDINATES (ANGSTROEM)
1 Rb -0.150 -1.153 0.255  0.540
2 C -0.067 -4.904 -0.784  0.208
3 C -1.359 -4.412 -1.227  -0.999
4 C -2.008 -3.876 -0.098  -0.421
5 C -1.211 -4.098 1.063  -0.764
6 C 0.059 -4.639 0.631  -0.924
7 H 0.643 -5.434 -1.411  0.625
8 H -1.864 -4.455 -2.200  0.373
9 H -2.980 -3.476 -0.043  0.544
10 H -1.538 -3.723 2.039  0.394
11 H 0.830 -4.961 1.316  0.414
12 N 5.593 -1.110 -2.472  -0.556
13 C 4.265 -0.654 -3.098  0.356
14 C 4.005 0.764 -2.698  -0.810
15 N 3.308 0.882 -1.476  0.210
16 C 2.629 2.158 -1.303  -0.871
17 C 2.096 2.397 0.117  -0.925
18 N 1.017 1.484 0.397  0.262
19 H 5.915 -2.045 -2.721  0.180
20 H 6.356 -0.546 -2.889  0.244
21 H 3.444 -1.255 -2.808  -0.476
22 H 4.399 -0.680 -4.203  0.347
23 H 3.462 1.235 -3.541  0.430
24 H 4.969 1.247 -2.687  0.284
25 H 2.602 0.152 -1.377  -0.185
26 H 1.873 2.308 -2.052  0.517
27 H 3.341 2.986 -1.517  0.542
28 H 1.849 3.483 0.274  0.354
29 H 2.894 2.129 0.835  0.408
30 H 0.176 1.969 0.039  -0.296
31 H 0.911 1.403 1.414  0.229
32 O 0.808 -3.760 -3.641  -0.554
33 C 1.042 -2.931 -2.609  0.364
34 O 0.409 -1.944 -2.443  -0.567
35 C 2.181 -3.286 -1.721  0.036
36 C 2.992 -4.396 -1.990  -0.311
37 C 4.043 -4.662 -1.163  -0.883
38 C 4.353 -3.652 -0.248  -0.074
39 C 3.571 -2.537 -0.115  -0.005
40 N 2.470 -2.335 -0.846  0.738
41 C 3.832 -1.442 0.886  0.005
42 O 5.081 -0.923 0.848  -0.521
43 O 3.074 -1.182 1.757  -0.509
44 H -0.074 -3.665 -4.074  0.461
45 H 2.620 -5.084 -2.806  0.415
46 H 4.753 -5.504 -1.320  0.362
47 H 5.293 -3.725 0.274  0.459
48 H 5.458 -0.964 -0.050  0.369
49 C -4.545 1.981 3.379  -1.376
50 C -4.678 0.878 2.241  1.643
51 C -6.140 0.733 1.776  -1.817
52 C -4.203 -0.506 2.821  -1.569
53 O -3.973 1.252 1.061  -0.552
54 P -2.383 1.542 0.967  1.617
55 O -1.712 0.621 1.854  -1.055
56 O -1.957 1.725 -0.448  -0.884
57 O -2.203 2.989 1.805  -0.573
58 C -2.346 4.197 1.111  2.088
59 C -3.648 4.341 0.393  -1.902
60 C -2.283 5.323 2.195  -1.894
61 C -1.178 4.358 0.165  -1.662
62 H -5.323 1.842 4.076  0.542
63 H -4.576 2.982 2.919  0.151
64 H -3.597 1.993 3.934  0.247
65 H -6.783 0.327 2.478  0.499
66 H -6.189 0.010 0.906  0.334
67 H -6.533 1.735 1.507  0.380
68 H -4.964 -0.986 3.440  0.453
69 H -3.243 -0.404 3.371  0.242
70 H -3.941 -1.190 2.043  0.378
71 H -4.462 4.391 1.069  0.395
72 H -3.721 3.578 -0.400  0.299
73 H -3.581 5.226 -0.187  0.629
74 H -3.106 5.283 2.808  0.507
75 H -2.263 6.311 1.717  0.365
76 H -1.371 5.134 2.716  0.434
77 H -1.123 3.638 -0.643  0.336
78 H -0.210 4.173 0.652  0.131
79 H -1.131 5.338 -0.241  0.596

## Properties
ΔE to the lowest compared entry with this formula, charge and spin = 17.25 kcal/mol
molecular weight = 630.05 g/mol
net charge = -1
orbital gap = 5.7068 eV



(2)
ORCA calculation (wB97M-V/def2-TZVPD) on a molecular structure, C24H41NP2Re in a non-equilibrium geometry.

Each line ends with the Mulliken charge.
CARTESIAN COORDINATES (ANGSTROEM)
1 Re 1.650 -1.112 1.275  -0.281
2 C -0.111 -1.041 2.413  1.422
3 C 0.069 -2.374 1.894  0.089
4 C 1.904 -1.865 3.230  0.215
5 C 0.996 -0.750 3.277  0.516
6 C 1.317 -2.888 2.392  0.788
7 C -1.343 -0.210 2.244  -1.552
8 H -1.877 -0.473 1.326  0.376
9 H -1.107 0.856 2.176  0.370
10 H -2.022 -0.343 3.102  0.329
11 C 1.161 0.502 4.072  -1.241
12 H 0.417 1.234 3.741  0.342
13 H 2.158 0.925 3.911  0.358
14 H 1.026 0.311 5.141  0.368
15 C 3.232 -1.906 3.892  -1.421
16 H 3.154 -1.949 4.985  0.344
17 H 3.764 -0.985 3.652  0.365
18 H 3.812 -2.763 3.542  0.414
19 C 1.841 -4.257 2.087  -1.583
20 H 2.193 -4.753 2.999  0.414
21 H 2.687 -4.217 1.387  0.295
22 H 1.049 -4.876 1.642  0.391
23 C -0.978 -3.142 1.152  -1.371
24 H -1.043 -4.161 1.536  0.469
25 H -0.778 -3.230 0.083  0.119
26 H -1.956 -2.664 1.249  0.429
27 C -2.870 3.093 0.533  -0.226
28 C -3.863 2.268 0.178  -0.561
29 C -4.288 1.742 -1.172  -0.733
30 C -3.373 2.110 -2.360  -1.312
31 C -2.190 1.289 -2.178  -1.572
32 C -1.046 1.471 -1.330  2.625
33 C -0.606 2.745 -0.535  -0.442
34 C -1.765 3.718 -0.269  -1.152
35 H -5.313 2.065 -1.372  0.501
36 H -3.182 3.191 -2.433  0.246
37 H -4.327 0.640 -1.105  0.390
38 H -2.117 4.156 -1.215  0.371
39 H -2.819 3.429 1.574  0.425
40 H -4.457 1.873 1.010  0.422
41 H -1.318 4.538 0.308  0.504
42 H -0.158 2.426 0.424  0.203
43 H -0.925 0.581 -0.653  -1.121
44 H 0.229 3.297 -1.012  0.419
45 H -3.880 1.793 -3.289  0.417
46 H -2.363 0.223 -2.434  0.567
47 P 0.184 1.128 -2.664  0.749
48 C 0.190 2.780 -3.472  -1.264
49 C -0.432 0.100 -4.038  -1.412
50 P 1.615 -1.197 -0.965  1.668
51 C 1.661 0.439 -1.969  -1.277
52 C 0.711 -2.438 -1.943  -1.714
53 C 3.417 -1.548 -0.968  -1.361
54 H 0.827 3.501 -2.942  0.497
55 H -0.832 3.191 -3.515  0.319
56 H 0.542 2.686 -4.508  0.523
57 H -0.104 0.550 -4.986  0.522
58 H -1.528 0.070 -4.091  0.395
59 H -0.076 -0.934 -4.017  0.359
60 H 3.630 -2.410 -1.609  0.430
61 H 3.728 -1.731 0.078  0.422
62 H 3.951 -0.649 -1.327  0.432
63 H 2.129 1.177 -1.286  0.412
64 H 2.350 0.263 -2.819  0.620
65 H 0.743 -3.422 -1.456  0.504
66 H 1.110 -2.559 -2.959  0.477
67 H -0.355 -2.176 -2.031  0.402
68 N 3.219 1.867 1.198  -0.715
69 C 2.735 0.796 1.221  0.074

## Properties
2S+1 = 4
ΔE to the lowest compared entry with this formula, charge and spin = 0.00 kcal/mol
molecular weight = 591.75 g/mol
net charge = +2
orbital gap (spin up / spin down) = 6.5445 / 6.1551 eV



(3)
ORCA calculation (wB97M-V/def2-TZVPD) on a molecular structure, C24H42BBrF12INO16S5 in a non-equilibrium geometry.

Each line ends with the Mulliken charge.
CARTESIAN COORDINATES (ANGSTROEM)
1 C 2.248 -3.841 -0.872  -1.249
2 C 1.687 -2.619 -0.769  -0.099
3 C 2.418 -1.290 -0.991  -0.869
4 C 1.619 -0.457 -2.000  -0.765
5 C 2.285 -0.448 -3.422  -0.806
6 I 2.712 -2.352 -4.242  0.182
7 S 3.726 0.598 -3.425  1.537
8 O 4.012 0.919 -4.786  -0.753
9 O 4.824 -0.002 -2.741  -0.652
10 O 3.219 1.968 -2.765  -0.322
11 C 2.412 1.992 -1.598  -0.061
12 Br 3.686 1.546 -0.122  -0.096
13 C 2.089 3.529 -1.449  1.063
14 F 2.049 4.026 -2.710  -0.335
15 F 0.926 3.812 -0.881  -0.213
16 C 3.154 4.459 -0.759  0.340
17 F 3.116 4.413 0.567  -0.202
18 F 4.373 4.315 -1.258  -0.217
19 F 2.757 5.715 -1.085  -0.284
20 C 1.237 0.990 -1.585  1.007
21 B 0.613 0.823 -0.066  0.695
22 N 0.742 1.817 0.987  -0.333
23 O -0.114 -0.320 0.118  -0.280
24 C -0.074 1.418 -2.303  -0.208
25 F -0.862 2.092 -1.414  -0.017
26 F -0.820 0.304 -2.559  -0.462
27 C -0.132 2.241 -3.638  0.163
28 F 0.971 2.208 -4.387  -0.251
29 F -0.468 3.508 -3.323  -0.268
30 C -1.315 1.776 -4.551  0.594
31 F -1.373 2.678 -5.556  -0.276
32 F -1.130 0.586 -5.120  -0.243
33 F -2.442 1.850 -3.853  -0.205
34 H 1.810 -4.565 -1.545  0.315
35 H 3.138 -4.156 -0.344  0.195
36 H 0.654 -2.481 -0.472  0.283
37 H 3.405 -1.561 -1.341  0.678
38 H 2.579 -0.856 -0.007  0.302
39 H 0.728 -1.043 -2.173  1.164
40 H 1.538 -0.028 -4.078  0.701
41 H 1.487 1.589 1.628  0.122
42 H -0.110 1.964 1.513  0.146
43 H -0.861 -0.120 0.689  0.119
44 O -3.871 3.048 3.278  -0.676
45 S -3.627 1.957 2.390  1.047
46 O -2.320 1.756 1.832  -0.464
47 O -4.699 1.985 1.222  -0.273
48 C -4.836 3.194 0.431  -0.541
49 C -3.665 3.386 -0.504  -0.919
50 C -4.154 0.452 3.133  -1.062
51 H -4.972 4.059 1.078  0.391
52 H -5.753 3.070 -0.143  0.279
53 H -2.744 3.562 0.049  0.214
54 H -3.830 4.245 -1.154  0.422
55 H -3.513 2.498 -1.119  0.372
56 H -5.154 0.589 3.534  0.374
57 H -3.451 0.229 3.932  0.389
58 H -4.134 -0.335 2.385  0.320
59 O -4.174 6.305 0.750  -0.498
60 S -3.534 7.572 0.558  1.114
61 O -2.790 8.172 1.618  -0.627
62 O -4.610 8.607 0.014  -0.306
63 C -5.813 8.803 0.790  -0.314
64 C -5.574 9.601 2.056  -0.991
65 C -2.525 7.512 -0.882  -0.895
66 H -6.268 7.835 1.008  0.284
67 H -6.492 9.342 0.133  0.282
68 H -4.936 9.061 2.753  0.301
69 H -6.523 9.802 2.555  0.388
70 H -5.085 10.547 1.827  0.268
71 H -3.096 7.080 -1.699  0.306
72 H -1.669 6.886 -0.642  0.275
73 H -2.198 8.520 -1.121  0.398
74 O -0.553 -2.953 2.710  -0.608
75 S 0.525 -3.605 3.388  1.216
76 O 1.429 -4.452 2.678  -0.547
77 O -0.055 -4.395 4.640  -0.281
78 C -1.100 -5.363 4.399  -0.322
79 C -0.589 -6.628 3.738  -0.994
80 C 1.458 -2.415 4.287  -0.980
81 H -1.897 -4.902 3.814  0.291
82 H -1.508 -5.595 5.381  0.283
83 H -0.220 -6.432 2.733  0.291
84 H -1.393 -7.361 3.664  0.396
85 H 0.232 -7.057 4.312  0.265
86 H 0.779 -1.784 4.854  0.336
87 H 2.004 -1.825 3.555  0.316
88 H 2.151 -2.935 4.943  0.360
89 O 3.086 -6.787 -0.642  -0.575
90 S 4.202 -7.520 -1.156  1.198
91 O 4.161 -8.063 -2.477  -0.641
92 O 4.577 -8.671 -0.124  -0.272
93 C 3.540 -9.600 0.257  -0.310
94 C 3.203 -10.590 -0.840  -0.994
95 C 5.671 -6.569 -0.977  -1.016
96 H 2.657 -9.047 0.581  0.291
97 H 3.932 -10.126 1.125  0.274
98 H 2.763 -10.094 -1.703  0.300
99 H 2.486 -11.324 -0.473  0.391
100 H 4.100 -11.106 -1.181  0.268
101 H 5.718 -6.177 0.035  0.308
102 H 5.611 -5.756 -1.697  0.392
103 H 6.527 -7.202 -1.195  0.369

## Properties
molecular weight = 1206.52 g/mol
net charge = 0
orbital gap = 7.8538 eV



(4)
ORCA calculation (wB97M-V/def2-TZVPD) on a molecular structure, C24H42ClCuN6O4 in a non-equilibrium geometry.

Each line ends with the Mulliken charge.
CARTESIAN COORDINATES (ANGSTROEM)
1 Cu -2.369 2.809 2.484  0.767
2 Cl -0.597 1.053 0.817  1.506
3 O 0.160 1.343 2.021  -0.481
4 O -1.550 0.019 1.147  -0.701
5 O -1.349 2.259 0.469  -0.717
6 O 0.295 0.607 -0.199  -0.385
7 C 2.918 0.249 6.545  -1.205
8 C 2.082 1.296 5.800  -0.448
9 C 0.916 0.646 5.070  0.521
10 C -0.080 -0.026 5.894  0.208
11 N -0.821 -0.578 6.575  -0.499
12 H 2.293 -0.198 7.319  0.339
13 H 3.821 0.698 6.955  0.382
14 H 3.233 -0.548 5.870  0.308
15 H 2.750 1.785 5.088  0.211
16 H 1.696 2.050 6.489  0.338
17 H 1.306 -0.025 4.302  -0.057
18 H 0.337 1.325 4.435  -0.106
19 C 0.815 -4.724 -0.411  -0.976
20 C 0.862 -4.454 1.070  -0.508
21 C 1.091 -2.941 1.350  0.413
22 C 0.998 -2.679 2.789  0.045
23 N 0.924 -2.485 3.919  -0.472
24 H 1.739 -4.472 -0.938  0.301
25 H 0.027 -4.176 -0.937  0.026
26 H 0.579 -5.756 -0.681  0.395
27 H 1.638 -5.046 1.551  0.382
28 H -0.098 -4.615 1.564  0.347
29 H 0.257 -2.395 0.907  -0.335
30 H 2.085 -2.637 1.023  0.379
31 C -3.464 -2.208 -2.960  -1.055
32 C -2.408 -2.243 -1.848  -0.688
33 C -1.031 -1.749 -2.296  0.640
34 C -0.468 -2.618 -3.324  -0.030
35 N -0.010 -3.343 -4.085  -0.573
36 H -3.061 -2.490 -3.931  0.359
37 H -3.914 -1.215 -3.022  0.072
38 H -4.280 -2.881 -2.694  0.365
39 H -2.368 -3.263 -1.449  0.432
40 H -2.767 -1.714 -0.960  0.293
41 H -0.332 -1.798 -1.456  -0.381
42 H -1.142 -0.697 -2.557  0.555
43 C -4.318 1.001 -1.243  -0.773
44 C -5.789 0.661 -1.468  -0.502
45 C -6.439 1.529 -2.579  -0.346
46 C -7.882 1.705 -2.377  0.139
47 N -9.002 1.868 -2.194  -0.406
48 H -4.187 2.068 -1.465  0.422
49 H -3.616 0.554 -1.946  0.024
50 H -4.014 0.803 -0.219  0.192
51 H -6.365 0.781 -0.555  0.490
52 H -5.880 -0.351 -1.868  0.211
53 H -6.380 1.074 -3.568  0.249
54 H -5.990 2.522 -2.519  0.301
55 C 4.157 3.778 1.598  -1.270
56 C 2.819 3.181 1.098  0.414
57 C 2.114 4.144 0.158  -0.257
58 C 2.970 4.610 -0.933  0.210
59 N 3.711 4.947 -1.742  -0.466
60 H 4.975 3.517 0.930  0.347
61 H 4.387 3.509 2.626  0.344
62 H 4.088 4.868 1.553  0.298
63 H 2.192 2.868 1.926  -0.022
64 H 3.106 2.283 0.548  0.042
65 H 1.651 5.026 0.610  0.315
66 H 1.246 3.641 -0.287  0.064
67 C 3.806 -1.096 -3.683  -1.124
68 C 3.239 0.306 -3.449  -0.457
69 C 1.725 0.261 -3.275  0.701
70 C 0.950 0.044 -4.496  0.103
71 N 0.324 -0.146 -5.438  -0.516
72 H 3.809 -1.688 -2.766  0.278
73 H 4.793 -1.068 -4.137  0.351
74 H 3.143 -1.669 -4.341  0.323
75 H 3.529 0.968 -4.262  0.372
76 H 3.650 0.685 -2.512  0.223
77 H 1.354 1.189 -2.833  0.156
78 H 1.414 -0.538 -2.597  -0.395

## Properties
ΔE to the lowest compared entry with this formula, charge and spin = 58.43 kcal/mol
molecular weight = 577.64 g/mol
net charge = 0
orbital gap = 7.7057 eV



(5)
ORCA calculation (wB97M-V/def2-TZVPD) on 5 unconnected molecules or ions with the total composition C24H42ClNO21P3S5 in a non-equilibrium geometry.

Each line ends with the Mulliken charge.
CARTESIAN COORDINATES (ANGSTROEM)
1 C -0.249 0.837 -5.704  -0.348
2 C 0.915 0.753 -5.069  0.007
3 C 2.040 0.873 -3.895  -0.236
4 N 1.694 -0.056 -2.755  0.299
5 C 0.606 0.431 -1.855  0.203
6 P -0.312 2.060 -2.140  -0.088
7 P -1.573 2.605 -0.448  1.052
8 O -2.577 1.521 -0.005  -0.593
9 O -0.590 3.228 0.819  -0.480
10 O -2.538 3.955 -0.989  -0.349
11 C 0.203 -0.448 -0.617  -0.461
12 C 0.884 -1.867 -0.314  -0.146
13 P 0.239 -2.818 1.191  0.231
14 S 0.492 -1.908 2.893  -0.309
15 C 2.012 -2.330 -1.318  0.402
16 C 2.699 -3.764 -1.067  -1.042
17 O 4.117 -3.611 -0.761  -0.206
18 C 4.484 -4.329 0.454  -0.613
19 C 4.427 -3.366 1.785  -0.085
20 O 3.916 -4.162 2.891  -0.275
21 C 3.927 -3.374 4.120  -0.277
22 C 3.039 -4.232 5.202  -0.741
23 C 2.377 -1.357 -2.545  0.290
24 C 3.531 -1.893 -3.557  -0.527
25 C 4.924 -1.081 -3.435  -0.628
26 C 5.624 -0.761 -4.879  -0.237
27 Cl 5.460 -2.127 -6.099  -0.192
28 H -1.306 0.927 -6.176  0.360
29 H 3.040 0.609 -4.410  -0.366
30 H 2.157 1.980 -3.543  0.409
31 H 0.729 3.069 -2.207  0.084
32 H 0.000 3.895 0.357  0.333
33 H -2.176 4.305 -1.849  0.286
34 H -0.606 -0.089 0.114  0.206
35 H -1.199 -2.949 0.993  0.167
36 H 0.737 -4.156 1.322  0.139
37 H 2.131 -4.380 -0.277  0.323
38 H 2.630 -4.383 -2.057  0.337
39 H 5.579 -4.704 0.291  0.262
40 H 3.859 -5.303 0.607  0.312
41 H 5.509 -2.971 1.966  0.255
42 H 3.730 -2.474 1.534  0.128
43 H 4.979 -3.224 4.566  0.290
44 H 3.419 -2.339 4.021  0.260
45 H 3.217 -5.350 4.910  0.258
46 H 1.939 -3.921 5.005  0.078
47 H 3.379 -4.073 6.288  0.319
48 H 3.763 -3.012 -3.438  0.422
49 H 3.082 -1.775 -4.631  0.478
50 H 5.733 -1.667 -2.830  0.335
51 H 4.828 -0.049 -2.908  0.292
52 H 6.767 -0.569 -4.751  0.397
53 H 5.207 0.216 -5.366  0.067
54 C -7.088 4.838 1.595  -0.418
55 C -6.877 3.333 1.503  0.030
56 O -6.375 3.108 0.186  -0.332
57 S -5.488 4.392 -0.269  1.076
58 O -4.100 4.091 -0.031  -0.440
59 O -5.975 4.853 -1.537  -0.597
60 O -5.993 5.418 0.886  -0.355
61 H -8.014 5.137 1.095  0.328
62 H -7.104 5.190 2.628  0.337
63 H -7.799 2.773 1.664  0.329
64 H -6.118 2.996 2.215  -0.040
65 C -3.422 3.394 5.777  -0.322
66 C -4.092 2.844 4.526  -0.249
67 O -4.893 1.754 4.982  -0.242
68 S -5.422 2.079 6.485  1.144
69 O -6.752 2.607 6.388  -0.557
70 O -5.082 0.973 7.333  -0.569
71 O -4.410 3.308 6.805  -0.338
72 H -2.569 2.775 6.072  0.288
73 H -3.094 4.427 5.649  0.323
74 H -3.370 2.506 3.781  0.409
75 H -4.757 3.587 4.075  0.090
76 C 1.667 2.746 -9.400  -0.329
77 C 2.273 1.668 -10.287  -0.376
78 O 3.461 1.256 -9.610  -0.332
79 S 3.230 1.387 -8.008  1.253
80 O 2.867 0.094 -7.499  -0.514
81 O 4.299 2.168 -7.457  -0.619
82 O 1.891 2.305 -8.061  -0.284
83 H 2.180 3.702 -9.534  0.285
84 H 0.599 2.879 -9.584  0.317
85 H 2.507 2.034 -11.287  0.321
86 H 1.610 0.801 -10.364  0.277
87 C -3.571 -2.786 5.769  -0.348
88 C -3.040 -1.474 6.327  -0.029
89 O -2.085 -1.851 7.319  -0.312
90 S -1.378 -3.243 6.869  1.039
91 O -0.130 -2.926 6.233  -0.404
92 O -1.487 -4.178 7.951  -0.557
93 O -2.442 -3.659 5.715  -0.321
94 H -4.312 -3.229 6.441  0.322
95 H -4.008 -2.666 4.776  0.310
96 H -3.827 -0.858 6.765  0.160
97 H -2.517 -0.900 5.555  0.161

## Properties
molecular weight = 969.30 g/mol
net charge = +1
orbital gap = 6.4640 eV